Below is a molecular structure, C29H37BrFO6PZn, with properties calculated with ωB97M-V/def2-TZVPD.

Structure (XYZ):
```
76
Properties=species:S:1:pos:R:3:forces:R:3:mulliken_charge:R:1
C 5.856 -3.419 1.591 0.28 -0.22 -0.30 0.081
C 5.248 -3.236 0.571 -0.41 -0.26 0.27 -0.727
C 4.341 -3.090 -0.566 0.24 0.18 0.12 -0.903
C 3.738 -1.699 -0.544 0.35 -0.50 -0.01 0.275
C 3.927 -0.817 -1.595 -0.09 0.47 -0.38 0.561
C 4.693 -1.166 -2.861 -0.30 -0.16 -0.19 -0.585
F 5.940 -1.657 -2.536 0.11 -0.08 0.08 -0.353
C 4.002 -2.144 -3.819 -0.15 0.15 -0.27 -0.489
C 2.524 -1.827 -4.035 0.50 -0.42 -0.32 -0.302
C 3.434 0.497 -1.515 0.28 -0.66 0.21 -0.698
C 2.774 0.917 -0.377 -0.32 0.50 -0.31 0.027
C 2.591 0.063 0.674 -0.02 -0.14 0.57 0.104
C 3.008 -1.270 0.594 0.07 0.26 -0.10 1.587
P 2.681 -2.316 2.007 -0.91 -0.15 -0.39 0.468
O 2.754 -3.871 1.678 -0.09 0.71 -0.07 -0.445
Br 0.615 -2.104 2.726 0.63 -0.14 -0.09 0.290
C 1.965 0.657 1.905 0.10 0.59 -0.40 -1.030
O 2.354 0.323 2.997 -0.04 -0.60 0.17 -0.484
C 0.874 1.635 1.638 -0.21 0.08 0.10 0.579
C -0.286 1.609 2.601 0.39 -0.10 0.02 -1.561
C -1.618 1.168 1.956 -0.09 0.18 0.79 -0.250
C -2.348 0.161 2.858 -0.19 0.18 -0.31 -1.253
C -3.453 -0.628 2.129 0.30 -0.04 0.51 -0.724
C -3.445 -2.132 2.458 0.06 -0.03 -0.45 -0.706
C -3.759 -3.038 1.253 -0.40 0.61 0.66 -0.499
C -4.956 -2.531 0.430 0.16 -0.37 -0.06 -0.739
O -4.603 -1.709 -0.665 0.31 0.17 0.16 -0.284
C -4.025 -2.421 -1.735 -0.18 0.19 0.03 -0.720
C 0.993 2.453 0.575 0.07 -0.26 -0.06 1.255
C 0.010 3.488 0.112 0.49 0.23 -0.02 -0.668
C -0.427 4.525 1.158 -0.32 -0.52 -0.41 -0.746
O -0.953 5.671 0.515 0.16 -0.10 0.13 -0.410
C -2.323 5.774 0.424 -0.36 0.40 0.16 0.458
O -2.839 6.818 0.675 0.17 0.09 -0.13 -0.518
C -3.122 4.606 -0.090 -0.07 -0.33 -0.08 0.792
C -3.155 4.568 -1.626 -0.26 -0.23 0.19 -1.381
C 2.247 2.324 -0.237 -0.04 -0.22 0.32 -0.907
O 2.839 3.247 -0.721 -0.10 0.10 -0.37 -0.486
H 6.542 -3.738 2.342 -0.04 0.24 0.28 0.496
H 4.886 -3.296 -1.478 0.06 0.19 -0.11 0.324
H 3.546 -3.830 -0.497 0.01 -0.14 0.00 0.364
H 4.850 -0.240 -3.413 0.06 0.13 0.08 0.562
H 4.154 -3.180 -3.526 -0.02 -0.02 0.29 0.300
H 4.505 -2.035 -4.780 0.17 -0.05 0.00 0.443
H 1.915 -1.961 -3.146 -0.15 0.08 0.04 0.361
H 2.412 -0.835 -4.469 -0.26 0.11 0.09 0.435
H 2.141 -2.555 -4.810 0.29 0.78 1.02 -0.324
H 3.607 1.183 -2.332 0.06 0.20 0.04 0.595
H 1.880 -4.201 1.401 0.02 -0.38 0.29 0.396
H -0.355 2.578 3.089 -0.16 0.08 0.00 0.679
H -0.026 0.918 3.401 0.01 -0.04 0.09 0.933
H -2.263 2.044 1.906 -0.06 0.04 -0.47 -0.182
H -1.478 0.772 0.951 0.08 -0.05 -0.07 0.670
H -1.631 -0.532 3.302 0.10 -0.08 0.00 0.609
H -2.764 0.732 3.687 0.01 -0.13 0.20 0.356
H -3.357 -0.467 1.057 -0.05 -0.08 -0.11 0.423
H -4.418 -0.236 2.440 -0.11 0.16 -0.24 0.421
H -4.145 -2.326 3.269 -0.02 -0.09 0.08 0.360
H -2.456 -2.437 2.826 0.05 0.06 0.14 0.291
H -2.855 -3.087 0.648 -0.07 -0.26 -0.26 0.218
H -4.016 -4.021 1.643 0.25 -0.22 -0.17 0.352
H -5.536 -3.386 0.067 -0.08 0.00 -0.05 0.382
H -5.597 -1.935 1.074 -0.16 0.06 -0.06 0.390
H -4.757 -3.109 -2.163 0.05 -0.12 -0.10 0.318
H -3.732 -1.685 -2.478 -0.07 0.02 -0.12 0.244
H -3.129 -2.975 -1.440 -0.01 -0.11 0.06 0.283
H 0.498 4.053 -0.682 -0.01 0.08 -0.06 0.540
H -0.833 2.973 -0.351 -0.17 0.01 0.11 0.284
H -1.178 4.113 1.831 0.06 -0.01 0.15 0.371
H 0.444 4.822 1.737 -0.01 0.25 0.06 0.383
H -2.798 3.638 0.294 0.24 0.07 0.09 -0.665
H -4.133 4.755 0.275 -0.09 0.01 0.08 0.455
H -3.526 3.595 -1.945 0.02 -0.08 -0.06 0.362
H -3.874 5.297 -1.986 0.18 0.24 -0.15 0.396
H -2.182 4.729 -2.082 0.07 0.11 -0.01 0.315
Zn 1.562 -3.563 -6.265 -0.37 -0.62 -0.89 0.250
```
Forces are in eV/Å.

The calculation puts the HOMO energy at -13.52 eV. The total charge is +2. The largest force on an atom comes out at 1.32 eV/Å. The calculation puts the frontier orbital gap at 1.77 eV.



Below is C4H7NO in the gas phase, with properties calculated with ωB97M-V/def2-TZVPD.

Structure (XYZ):
```
13
Properties=species:S:1:pos:R:3:forces:R:3:mulliken_charge:R:1
C -1.018 -0.289 1.149 -0.12 0.11 0.28 -1.355
C -0.331 -0.776 -0.094 -1.32 -0.69 -0.18 0.477
N -0.589 0.019 -1.318 -1.07 -0.11 1.90 -0.630
C 0.905 -0.176 -0.498 -0.16 -0.08 -6.63 -0.109
C 1.360 1.087 -0.099 1.15 3.46 5.33 -0.062
O 2.033 2.003 -0.503 0.53 -0.23 -3.40 -0.475
H -1.043 0.805 1.189 0.03 -0.22 -0.04 0.340
H -0.499 -0.665 2.040 -0.10 0.10 -0.17 0.317
H -2.048 -0.656 1.172 0.15 0.05 -0.02 0.357
H -0.370 -1.856 -0.230 -0.11 0.07 0.09 0.353
H -0.707 -0.647 -2.095 0.73 0.26 0.21 0.283
H 1.019 -0.220 -1.698 1.55 -1.18 2.23 0.176
H 1.288 1.373 0.985 -1.26 -1.55 0.38 0.328
```
Forces are in eV/Å.

The calculation puts the HOMO energy at -9.25 eV. As for the SMILES: C[C@H]1N[C@H]1C=O. The largest force on an atom comes out at 6.64 eV/Å. The calculation puts the frontier orbital gap at 9.27 eV. For the energy above the lowest of the compared OMol25 structures with the same formula, charge and spin, the calculation gives 116.2 kcal per mole.



Below is C6H12O in the gas phase, with properties calculated with ωB97M-V/def2-TZVPD.

Structure (XYZ):
```
19
Properties=species:S:1:pos:R:3:forces:R:3:mulliken_charge:R:1
C -0.711 1.708 -1.042 0.05 0.03 -0.04 -1.130
C -1.082 0.532 -0.140 -0.07 -0.03 0.03 -0.744
C 0.102 -0.226 0.438 0.02 0.04 -0.05 1.320
C 1.135 0.615 1.166 0.03 0.00 0.03 -1.677
C -0.186 -1.617 0.962 -0.07 -0.11 0.14 -1.133
C 0.617 -1.450 -0.284 0.17 0.09 0.26 -0.095
O 0.023 -1.892 -1.470 0.03 0.10 -0.22 -0.539
H -0.185 1.375 -1.944 -0.04 0.04 0.12 0.285
H -0.066 2.428 -0.525 -0.09 -0.12 -0.08 0.291
H -1.612 2.244 -1.361 0.14 -0.08 0.02 0.372
H -1.712 -0.170 -0.696 0.07 0.09 0.08 0.361
H -1.691 0.908 0.695 0.11 -0.09 -0.09 0.326
H 1.853 1.067 0.471 -0.13 -0.02 0.08 0.323
H 0.652 1.425 1.722 0.04 -0.09 -0.01 0.382
H 1.704 0.016 1.886 -0.05 0.05 -0.13 0.414
H -1.195 -1.997 0.826 0.13 0.08 -0.01 0.287
H 0.311 -1.959 1.867 -0.05 0.07 -0.16 0.260
H 1.689 -1.648 -0.215 -0.18 0.07 -0.02 0.352
H 0.396 -1.372 -2.194 -0.12 -0.11 0.07 0.344
```
Forces are in eV/Å.

The calculation puts the HOMO energy at -9.36 eV. As for the SMILES: CC[C@@]1(C)C[C@H]1O. The largest force on an atom comes out at 0.32 eV/Å. The calculation puts the frontier orbital gap at 10.25 eV. For the energy above the lowest of the compared OMol25 structures with the same formula, charge and spin, the calculation gives 25.5 kcal per mole.



Below is 2 unconnected molecules or ions with the total composition C2H10N2O, with properties calculated with ωB97M-V/def2-TZVPD.

Structure (XYZ):
```
15
Properties=species:S:1:pos:R:3:forces:R:3:mulliken_charge:R:1
N 1.776 0.750 -0.039 -0.26 -0.30 -0.01 -0.577
C 0.590 1.092 -0.840 0.76 -0.04 -0.09 -0.521
C -0.699 0.713 -0.129 -0.46 -0.27 -0.83 -0.332
N -0.735 0.907 1.311 0.24 0.07 -0.04 -0.611
H 2.628 0.887 -0.571 -0.09 -0.02 0.02 0.215
H 1.729 -0.237 0.212 0.15 0.20 -0.10 0.189
H 0.603 0.640 -1.836 -0.13 -0.24 -0.05 0.347
H 0.620 2.158 -1.040 -0.02 0.35 0.24 0.334
H -1.477 1.282 -0.634 -0.27 0.33 0.22 0.280
H -0.977 -0.316 -0.392 0.30 -0.04 0.41 0.104
H -0.110 1.680 1.537 -0.22 -0.05 0.06 0.287
H -0.286 0.104 1.734 -0.03 -0.01 0.16 0.287
O -1.064 -3.001 -0.033 0.37 -0.08 -0.21 -0.629
H -1.814 -2.763 0.517 -0.05 -0.22 0.15 0.319
H -0.783 -3.896 0.204 -0.31 0.33 0.08 0.309
```
Forces are in eV/Å.

The calculation puts the HOMO energy at -9.20 eV. As for the SMILES: NCCN.O. The largest force on an atom comes out at 0.99 eV/Å. The calculation puts the frontier orbital gap at 9.97 eV. For the energy above the lowest of the compared OMol25 structures with the same formula, charge and spin, the calculation gives 9.1 kcal per mole.